No. 1
Entry from OMol25: a single C13H26O4 molecule (ωB97M-V/def2-TZVPD).

Geometry as ORCA input:
```
! wB97M-V def2-TZVPD RIJCOSX def2/J DEFGRID3
* xyz 0 1
O 3.17620 -2.26973 -0.38436
O 1.96342 0.04235 -1.38436
O 5.72188 -1.36884 0.45241
O 3.22607 1.28082 -0.00469
C 0.98860 1.94362 -0.26798
C -1.50439 2.25651 0.00040
C 3.35670 -1.60264 0.83561
C 4.36831 0.47366 -0.27253
C -6.44160 -1.23679 0.14860
C -2.89085 1.61448 -0.05990
C -4.61686 0.19229 1.16408
C 4.56323 -0.64641 0.77363
C 2.08498 0.97358 -0.62415
C -5.02366 -0.69332 -0.01166
C -3.16078 0.65474 1.09792
C -6.84682 -2.11791 -1.02670
C -0.37497 1.25373 -0.21984
H 1.23328 2.42124 0.68108
H -0.53134 0.72203 -1.16004
H -6.50480 -1.81487 1.07355
H -4.76205 -0.36922 2.09060
H -3.64158 2.40821 -0.03707
H -6.81163 -1.55401 -1.95645
H 2.45508 -1.05982 1.14538
H 0.97949 2.71626 -1.04227
H -1.44396 3.02886 -0.77045
H -5.27290 1.06532 1.20360
H -4.32520 -1.52986 -0.09060
H -2.99318 1.08630 -1.00888
H -2.51729 -0.22216 1.00981
H 4.28298 0.03193 -1.27188
H -6.17233 -2.96673 -1.11676
H -7.14012 -0.40100 0.23368
H 5.23212 1.14009 -0.24307
H -1.37254 2.74532 0.96869
H -2.91243 1.15890 2.03553
H -4.96718 -0.12337 -0.94056
H 3.57184 -2.37295 1.58157
H 4.72361 -0.19324 1.75762
H -0.37124 0.51614 0.58385
H -7.85779 -2.49574 -0.89277
H 2.72209 -1.66675 -0.99866
H 5.45988 -2.04778 -0.18778
*
```

E = -22093.4831 eV
Highest occupied orbital energy = -10.01 eV
LUMO energy = 0.8 eV
Frontier orbital gap = 10.79 eV
Energy above the lowest of the compared OMol25 structures with the same formula, charge and spin = 1.19 kcal/mol

No. 2
Entry from OMol25: a molecular structure, C13H27AgCu2N3O18S2 at a distorted geometry (ωB97M-V/def2-TZVPD).

Geometry as ORCA input:
```
! wB97M-V def2-TZVPD RIJCOSX def2/J DEFGRID3
* xyz 2 2
Ag 1.23564 1.58958 -3.22515
Cu 0.94374 -2.83329 -3.35637
Cu 0.89951 3.78799 -0.73710
S 4.36834 -2.51683 -3.28255
S -4.76290 2.44011 -1.48207
O 3.80452 4.83311 2.13543
O -1.36473 2.37255 5.05059
O -4.85927 3.19628 -2.65119
O -1.91536 -3.70114 -3.20722
O -2.45300 -3.90193 2.13058
O -2.76271 -2.72600 -1.47963
O 4.53764 -1.08015 -2.61440
O -2.96451 -2.70839 3.82812
O 3.03215 -2.49763 -3.81736
O 1.12518 1.70804 -0.99137
O -2.33952 3.55878 3.57017
O 4.43402 -3.33409 -1.94983
O 1.76507 4.47263 1.42262
O 0.61987 -0.64628 -2.70002
O 5.42109 -2.88433 -4.09751
O -4.49009 3.05348 -0.24879
O -3.68032 1.28308 -1.69493
O -6.01370 1.45620 -1.47650
N -1.47698 2.81567 3.94619
N -2.96728 -2.94526 2.66148
N -2.46750 -3.71603 -2.10742
C 3.94375 -2.55156 -0.86416
C -0.00280 -0.48546 -1.49569
C -5.66159 0.13312 -1.06313
C -0.48956 2.34593 2.90705
C 4.79808 2.66961 2.12022
C -4.14264 -0.02994 -1.35153
C -2.70210 -5.04274 -1.46488
C 0.62578 0.52864 -0.45913
C 5.09282 4.16858 2.19750
C 4.36701 -1.11850 -1.20228
C -3.59101 -1.93583 1.77055
C 2.84932 4.02983 1.76291
C 3.31339 2.58862 1.79324
H -1.06320 1.82283 2.15863
H 5.09110 2.14197 3.03122
H -6.17271 -0.49748 -1.78891
H -3.61050 -0.37385 -0.46847
H -3.77907 -5.19935 -1.44392
H 5.41424 2.13177 1.39713
H -1.05953 -0.25262 -1.65348
H -0.02916 3.26442 2.54979
H -4.40899 -1.50153 2.33278
H -2.20905 -5.79954 -2.05453
H 3.15130 2.12996 0.81220
H -3.88363 -2.36119 0.81943
H 2.84730 -2.63290 -0.85572
H 0.08728 -1.48419 -1.01465
H 5.25288 -0.81761 -0.64261
H 5.63016 4.47864 3.08560
H -4.00036 -0.65833 -2.22156
H 2.67892 2.00983 2.46536
H -0.19105 0.69571 0.24501
H 5.65954 4.49576 1.32457
H 1.48147 0.01337 -0.00092
H -2.75969 -1.26483 1.57117
H 3.57701 -0.40334 -0.96033
H -2.35024 -4.96106 -0.43929
H -5.95696 -0.11515 -0.04797
H 4.32116 -2.97562 0.05759
H 0.21242 1.73790 3.46548
*
```

E = -170162.4886 eV
Highest occupied orbital energy (alpha / beta) = -14.87 / -14.87 eV
LUMO energy (alpha / beta) = -7.5 / -9.9 eV
Frontier orbital gap (alpha / beta) = 7.35 / 4.97 eV
Expectation value of S² = 0.756
Energy above the lowest of the compared OMol25 structures with the same formula, charge and spin = 0.00 kcal/mol